Formula: C44H73FN2O15S4
Source: the OMol25 dataset
Level of theory: ωB97M-V/def2-TZVPD

Last columns: bonded neighbours and bond lengths (Å).
Geometry (Å):
1 C 4.91 -4.56 0.51  C2 1.378, H39 1.130, H40 1.129
2 C 5.22 -3.29 0.93  C1 1.378, C3 1.570, H41 1.120
3 C 6.61 -2.68 0.53  C2 1.570, O4 1.205, O5 1.391
4 O 7.43 -2.53 1.40  C3 1.205
5 O 6.81 -2.40 -0.82  C3 1.391, C6 1.450
6 C 7.29 -1.05 -1.03  O5 1.450, C7 1.581, H42 1.122, H43 1.122
7 C 6.05 -0.15 -1.41  C6 1.581, C8 1.582, H44 1.138, H45 1.124
8 C 5.69 -0.19 -2.95  C7 1.582, C9 1.593, H46 1.136, H47 1.134
9 C 4.77 -1.42 -3.38  C8 1.593, C10 1.590, H48 1.121, H49 1.135
10 C 3.70 -0.89 -4.43  C9 1.590, C11 1.599, H50 1.125, H51 1.137
11 C 2.18 -1.09 -3.96  C10 1.599, C12 1.575, H52 1.137, H53 1.132
12 C 1.73 -0.11 -2.82  C11 1.575, N13 1.483, O16 1.467, C28 1.605
13 N 2.44 -0.39 -1.55  C12 1.483, C14 1.239
14 C 2.15 -1.50 -1.06  N13 1.239, O15 1.162
15 O 1.94 -2.54 -0.61  C14 1.162
16 O 2.30 1.19 -3.18  C12 1.467, C17 1.405
17 C 1.42 2.25 -3.44  O16 1.405, O18 1.196, C19 1.576
18 O 1.57 3.20 -4.15  C17 1.196
19 C 0.17 1.89 -2.55  C17 1.576, C20 1.610, C23 1.588, C28 1.595
20 C 0.63 2.38 -1.08  C19 1.610, C21 1.591, H54 1.136, H55 1.130
21 C 1.01 3.92 -1.02  C20 1.591, O22 1.463, H56 1.127, H57 1.123
22 O 0.29 4.47 0.12  C21 1.463, H58 0.975
23 C -1.20 2.65 -2.79  C19 1.588, O24 1.444, H59 1.121, H60 1.139
24 O -2.31 2.06 -2.08  C23 1.444, C25 1.450
25 C -2.71 2.87 -0.95  O24 1.450, C26 1.594, H61 1.136, H62 1.122
26 C -2.99 1.89 0.28  C25 1.594, C27 1.581, H63 1.131, H64 1.129
27 C -2.24 2.30 1.61  C26 1.581, H65 1.126, H66 1.137, H67 1.134
28 C 0.18 0.31 -2.73  C12 1.605, C19 1.595, F29 1.455, C30 1.579
29 F -0.48 -0.09 -1.49  C28 1.455
30 C -0.81 -0.31 -3.79  C28 1.579, C31 1.610, H68 1.133, H69 1.132
31 C -1.28 -1.80 -3.39  C30 1.610, C32 1.578, H70 1.123, H71 1.136
32 C -2.75 -1.68 -2.83  C31 1.578, C33 1.580, H72 1.133, H73 1.123
33 C -3.28 -2.97 -2.09  C32 1.580, N34 1.488, H74 1.121, H75 1.136
34 N -4.53 -2.57 -1.39  C33 1.488, C35 1.400, C38 1.398
35 C -4.39 -1.84 -0.20  N34 1.400, C36 1.479, H76 1.115
36 C -5.72 -1.49 0.33  C35 1.479, C37 1.512, H77 1.113
37 C -6.65 -2.11 -0.69  C36 1.512, C38 1.464, H78 1.113
38 C -5.87 -2.76 -1.74  N34 1.398, C37 1.464, H79 1.114
39 H 5.13 -4.94 -0.54  C1 1.130
40 H 4.42 -5.32 1.19  C1 1.129
41 H 4.48 -2.73 1.55  C2 1.120
42 H 7.81 -0.60 -0.14  C6 1.122
43 H 8.02 -1.04 -1.89  C6 1.122
44 H 6.36 0.93 -1.19  C7 1.138
45 H 5.13 -0.35 -0.80  C7 1.124
46 H 6.64 -0.24 -3.57  C8 1.136
47 H 5.23 0.81 -3.22  C8 1.134
48 H 4.35 -2.01 -2.53  C9 1.121
49 H 5.46 -2.13 -3.94  C9 1.135
50 H 3.91 0.15 -4.78  C10 1.125
51 H 3.80 -1.55 -5.35  C10 1.137
52 H 2.10 -2.19 -3.68  C11 1.137
53 H 1.57 -1.00 -4.91  C11 1.132
54 H 1.56 1.82 -0.73  C20 1.136
55 H -0.17 2.10 -0.34  C20 1.130
56 H 0.72 4.49 -1.95  C21 1.127
57 H 2.11 4.11 -0.86  C21 1.123
58 H 0.92 4.38 0.87  O22 0.975
59 H -1.14 3.76 -2.66  C23 1.121
60 H -1.45 2.48 -3.89  C23 1.139
61 H -3.72 3.32 -1.21  C25 1.136
62 H -2.00 3.71 -0.70  C25 1.122
63 H -4.09 1.86 0.51  C26 1.131
64 H -2.70 0.82 0.05  C26 1.129
65 H -2.44 3.35 1.95  C27 1.126
66 H -2.65 1.63 2.43  C27 1.137
67 H -1.13 2.08 1.59  C27 1.134
68 H -1.77 0.30 -3.85  C30 1.133
69 H -0.40 -0.29 -4.85  C30 1.132
70 H -0.55 -2.30 -2.70  C31 1.123
71 H -1.34 -2.35 -4.38  C31 1.136
72 H -2.74 -0.84 -2.07  C32 1.133
73 H -3.46 -1.37 -3.64  C32 1.123
74 H -2.54 -3.46 -1.40  C33 1.121
75 H -3.59 -3.70 -2.90  C33 1.136
76 H -3.41 -1.56 0.24  C35 1.115
77 H -5.94 -0.89 1.25  C36 1.113
78 H -7.76 -2.00 -0.59  C37 1.113
79 H -6.25 -3.28 -2.65  C38 1.114
80 O 10.55 2.21 -0.37  S81 1.443
81 S 10.06 2.45 0.96  O80 1.443, O82 1.443, C83 1.787, C86 1.792
82 O 8.96 3.34 1.22  S81 1.443
83 C 9.73 0.88 1.74  S81 1.787, C84 1.524, H87 1.088, H88 1.091
84 C 11.05 0.49 2.39  C83 1.524, C85 1.531, H89 1.091, H90 1.094
85 C 11.58 1.78 3.04  C84 1.531, C86 1.531, H91 1.094, H92 1.091
86 C 11.44 2.90 2.01  S81 1.792, C85 1.531, H93 1.089, H94 1.090
87 H 9.39 0.16 1.00  C83 1.088
88 H 8.95 1.03 2.49  C83 1.091
89 H 10.92 -0.31 3.12  C84 1.091
90 H 11.76 0.14 1.63  C84 1.094
91 H 10.99 2.01 3.93  C85 1.094
92 H 12.62 1.66 3.36  C85 1.091
93 H 11.24 3.86 2.49  C86 1.089
94 H 12.33 2.98 1.38  C86 1.090
95 O -8.49 0.50 -1.75  S96 1.441
96 S -8.94 -0.44 -2.75  O95 1.441, O97 1.442, C98 1.786, C101 1.792
97 O -8.72 -1.86 -2.62  S96 1.442
98 C -10.68 -0.15 -3.06  S96 1.786, C99 1.524, H102 1.089, H103 1.091
99 C -10.69 0.90 -4.17  C98 1.524, C100 1.532, H104 1.091, H105 1.094
100 C -9.61 0.47 -5.16  C99 1.532, C101 1.532, H106 1.094, H107 1.091
101 C -8.36 0.11 -4.35  S96 1.792, C100 1.532, H108 1.089, H109 1.090
102 H -11.17 0.18 -2.14  C98 1.089
103 H -11.11 -1.09 -3.40  C98 1.091
104 H -11.67 0.96 -4.64  C99 1.091
105 H -10.44 1.88 -3.75  C99 1.094
106 H -9.95 -0.41 -5.71  C100 1.094
107 H -9.39 1.25 -5.89  C100 1.091
108 H -7.79 -0.70 -4.82  C101 1.089
109 H -7.72 0.97 -4.20  C101 1.090
110 O -1.06 1.96 4.88  S111 1.440
111 S 0.31 1.89 4.45  O110 1.440, O112 1.445, C113 1.786, C116 1.792
112 O 0.90 2.90 3.60  S111 1.445
113 C 1.35 1.65 5.88  S111 1.786, C114 1.524, H117 1.089, H118 1.091
114 C 1.42 0.14 6.05  C113 1.524, C115 1.531, H119 1.091, H120 1.094
115 C 1.60 -0.43 4.64  C114 1.531, C116 1.531, H121 1.094, H122 1.091
116 C 0.60 0.27 3.72  S111 1.792, C115 1.531, H123 1.090, H124 1.091
117 H 0.92 2.16 6.74  C113 1.089
118 H 2.34 2.06 5.65  C113 1.091
119 H 2.23 -0.16 6.71  C114 1.091
120 H 0.48 -0.23 6.48  C114 1.094
121 H 2.62 -0.23 4.30  C115 1.094
122 H 1.46 -1.52 4.62  C115 1.091
123 H 0.99 0.39 2.71  C116 1.090
124 H -0.36 -0.25 3.69  C116 1.091
125 O -5.14 0.44 3.95  S126 1.442
126 S -4.47 -0.67 4.58  O125 1.442, O127 1.444, C128 1.786, C131 1.791
127 O -3.04 -0.86 4.48  S126 1.444
128 C -4.94 -0.72 6.30  S126 1.786, C129 1.524, H132 1.089, H133 1.091
129 C -6.20 -1.58 6.32  C128 1.524, C130 1.532, H134 1.091, H135 1.094
130 C -5.92 -2.76 5.39  C129 1.532, C131 1.531, H136 1.094, H137 1.091
131 C -5.31 -2.18 4.10  S126 1.791, C130 1.531, H138 1.089, H139 1.090
132 H -5.11 0.29 6.67  C128 1.089
133 H -4.13 -1.19 6.85  C128 1.091
134 H -6.44 -1.91 7.33  C129 1.091
135 H -7.05 -1.00 5.95  C129 1.094
136 H -5.21 -3.44 5.86  C130 1.094
137 H -6.82 -3.33 5.17  C130 1.091
138 H -4.58 -2.87 3.66  C131 1.089
139 H -6.07 -1.93 3.37  C131 1.090

Properties
Structure (SMILES): C=CC(=O)OCCCCCC[C@@]1(N=C=O)OC(=O)[C@@](CCO)(COCCC)[C@@]1(F)CCCCn1cccc1.O=S1(=O)CCCC1.O=S1(=O)CCCC1.O=S1(=O)CCCC1.O=S1(=O)CCCC1
LUMO level in Ha: 0.01177
Spin multiplicity: 1
E_tot in eV: -126555.4928
Kohn-Sham gap in eV: 7.73
E_HOMO in eV: -7.413

Atomic partial charges in e from the Löwdin method, atoms 1 to 5:
1 C 0.006
2 C -0.063
3 C -0.449
4 O 0.117
5 O -0.040